C28H30N6S3SbSr | the ωB97M-V functional and the def2-TZVPD basis

ORCA input file:
```
! RIJCOSX wB97M-V def2-TZVPD def2/J DEFGRID3
* xyz -2 2
Sr -0.486 -1.346 -0.685
C 0.523 2.067 1.895
C 0.398 0.971 2.965
C 0.050 -0.431 2.433
N -1.018 -0.372 1.450
C -2.247 -0.175 1.810
C -2.716 -0.263 3.165
C -3.852 0.227 3.769
C -4.880 1.023 3.258
C -5.008 1.388 1.921
C -4.304 0.985 0.804
C -3.195 0.079 0.653
N -2.845 -0.469 -0.470
C -3.704 -0.367 -1.638
C -3.158 0.588 -2.710
C -1.910 0.057 -3.440
N -0.700 0.195 -2.646
C 0.091 1.197 -2.850
C -0.200 2.314 -3.714
C 0.640 3.219 -4.332
C 2.032 3.294 -4.358
C 2.883 2.490 -3.594
C 2.598 1.616 -2.570
C 1.335 1.229 -1.983
N 1.174 0.799 -0.766
C 2.221 1.005 0.225
C 1.867 2.164 1.167
H 0.330 3.032 2.373
H -0.265 1.925 1.153
H -0.391 1.262 3.664
H 1.329 0.904 3.543
H -0.172 -1.097 3.275
H 0.924 -0.863 1.942
H -2.045 -0.805 3.820
H -3.933 -0.007 4.828
H -5.622 1.394 3.956
H -5.819 2.081 1.708
H -4.644 1.426 -0.124
H -4.731 -0.094 -1.385
H -3.757 -1.368 -2.084
H -2.918 1.549 -2.244
H -3.949 0.766 -3.447
H -1.812 0.540 -4.415
H -2.058 -1.014 -3.630
H -1.255 2.465 -3.906
H 0.126 3.962 -4.938
H 2.486 4.019 -5.024
H 3.943 2.602 -3.810
H 3.459 1.149 -2.110
H 3.204 1.215 -0.201
H 2.333 0.094 0.818
H 1.872 3.081 0.570
H 2.679 2.257 1.900
S 1.209 -6.611 -0.448
Sb -0.203 -4.876 -1.014
S -1.200 -3.804 0.805
S 0.809 -3.278 -2.411
N 4.300 -4.368 4.582
C 4.032 -3.916 3.560
C 3.740 -3.337 2.267
C 4.776 -2.901 1.454
C 4.468 -2.352 0.226
C 3.131 -2.252 -0.136
N 2.135 -2.655 0.648
C 2.430 -3.198 1.821
H 5.801 -3.001 1.787
H 5.242 -2.007 -0.445
H 2.837 -1.858 -1.106
H 1.590 -3.547 2.415
*
```

Values from the calculation:
LUMO energy (spin up / spin down) (eV): 4.300 / 4.188
Expectation value of S²: 0.760
ΔE to the lowest compared entry with this formula, charge and spin (kcal per mole): 0.0
HOMO energy (spin up / spin down) (eV): -1.233 / -1.928
HOMO-LUMO gap (spin up / spin down) (eV): 5.53 / 6.12

Mulliken atomic charge list, values in e, 6 entries: atom 1 (Sr): 1.797, atom 2 (C): -0.451, atom 3 (C): -0.833, atom 4 (C): 0.046, atom 5 (N): 0.399, atom 6 (C): 0.083


C28H30N9O2S2Tl | the ωB97M-V functional and the def2-TZVPD basis

ORCA input file:
```
! RIJCOSX wB97M-V def2-TZVPD def2/J DEFGRID3
* xyz -2 1
Tl -0.557 -0.480 -0.475
C -0.318 0.481 2.994
N -0.160 -0.560 2.004
C 0.427 -1.644 2.383
C 0.744 -2.704 1.515
C 1.322 -3.941 1.849
C 1.508 -4.616 0.655
C 1.044 -3.751 -0.345
N 0.580 -2.615 0.158
C -1.504 0.243 3.889
C -1.417 0.401 5.266
C -2.524 0.188 6.070
C -3.730 -0.184 5.504
C -3.822 -0.350 4.131
C -2.714 -0.150 3.330
H -0.465 1.422 2.452
H 0.590 0.584 3.610
H 0.733 -1.770 3.434
H 1.555 -4.278 2.847
H 1.931 -5.600 0.515
H 1.048 -3.928 -1.410
H -0.476 0.693 5.716
H -2.443 0.310 7.145
H -4.598 -0.344 6.134
H -4.760 -0.632 3.676
H -2.772 -0.294 2.264
O 4.398 -1.091 -0.216
C 5.093 0.038 -0.116
C 6.488 -0.025 -0.066
C 7.244 1.127 0.002
C 6.629 2.370 0.021
C 5.248 2.449 0.010
C 4.467 1.302 -0.039
C 2.983 1.331 0.104
O 2.333 0.260 -0.010
N 2.498 2.542 0.325
N 1.226 2.646 0.690
C 0.500 3.637 0.526
S 0.903 5.180 -0.464
C -0.860 5.587 -0.649
C -1.524 5.384 0.692
S -1.087 3.704 1.282
H 3.406 -0.794 -0.159
H 6.955 -1.000 -0.078
H 8.323 1.052 0.054
H 7.230 3.270 0.059
H 4.746 3.405 0.048
H -1.290 4.922 -1.400
H -0.941 6.620 -0.986
H -2.611 5.431 0.630
H -1.163 6.113 1.419
N -3.319 -2.798 -0.567
C -2.445 -2.071 -0.310
C -6.614 1.988 -2.353
C -5.497 2.946 -2.752
C -4.481 2.256 -3.658
C -4.831 3.556 -1.504
N -4.301 2.571 -0.615
C -3.073 2.001 -0.546
N -3.081 1.121 0.419
N -4.294 1.151 0.948
N -5.038 1.998 0.358
H -7.192 1.704 -3.229
H -7.278 2.449 -1.628
H -6.213 1.083 -1.907
H -5.942 3.783 -3.304
H -3.978 1.444 -3.137
H -3.731 2.968 -3.997
H -4.981 1.836 -4.530
H -5.573 4.130 -0.939
H -4.019 4.223 -1.808
H -2.247 2.235 -1.181
*
```

Values from the calculation:
LUMO energy (eV): 3.718
ΔE to the lowest compared entry with this formula, charge and spin (kcal per mole): 17.3
HOMO energy (eV): -1.625
HOMO-LUMO gap (eV): 5.34

Mulliken atomic charge list, values in e, 6 entries: atom 1 (Tl): 0.899, atom 2 (C): -0.638, atom 3 (N): 0.449, atom 4 (C): 0.266, atom 5 (C): -0.078, atom 6 (C): -1.100


C28H30NO2S | the ωB97M-V functional and the def2-TZVPD basis

ORCA input file:
```
! RIJCOSX wB97M-V def2-TZVPD def2/J DEFGRID3
* xyz 1 1
C -7.272 -3.823 2.509
O -6.710 -2.490 2.512
C -5.363 -2.319 2.476
C -4.909 -0.975 2.441
C -3.556 -0.706 2.350
C -2.585 -1.726 2.274
C -1.125 -1.315 2.113
C -0.130 -2.339 2.221
S 1.567 -2.146 2.297
C 2.022 -3.177 3.779
C 2.037 -3.378 0.998
O -0.827 -0.117 1.917
C -3.055 -3.058 2.338
C -4.416 -3.370 2.447
H -8.352 -3.654 2.528
H -6.997 -4.378 1.601
H -6.967 -4.392 3.400
H -5.647 -0.178 2.478
H -3.247 0.335 2.328
H -0.434 -3.313 2.588
H 3.119 -3.224 3.811
H 1.638 -2.659 4.668
H 1.599 -4.191 3.705
H 3.132 -3.447 0.971
H 1.579 -4.353 1.220
H 1.641 -2.965 0.062
H -2.347 -3.884 2.297
H -4.751 -4.413 2.494
C 4.833 -0.026 -0.136
C 4.144 0.440 -1.344
N 4.682 0.230 -2.560
C 3.889 0.782 -3.562
C 2.776 1.393 -2.938
C 1.807 1.967 -3.765
C 1.956 1.891 -5.165
C 3.030 1.188 -5.750
C 4.021 0.611 -4.935
C 2.917 1.152 -1.486
C 2.030 1.482 -0.460
C 1.086 2.563 -0.552
C 1.325 3.772 -1.282
C 0.313 4.717 -1.449
C -0.962 4.501 -0.904
C -2.087 5.456 -1.178
C -1.177 3.372 -0.095
C -0.157 2.464 0.118
H 4.324 0.393 0.737
H 4.805 -1.124 -0.078
H 5.890 0.280 -0.126
H 5.547 -0.279 -2.719
H 0.954 2.476 -3.315
H 1.213 2.372 -5.818
H 3.089 1.090 -6.842
H 4.866 0.041 -5.324
H 2.086 0.930 0.479
H 2.309 3.959 -1.716
H 0.493 5.629 -2.032
H -2.965 5.182 -0.583
H -1.819 6.492 -0.936
H -2.387 5.444 -2.235
H -2.163 3.210 0.354
H -0.307 1.602 0.778
*
```

Values from the calculation:
LUMO energy (eV): -4.587
ΔE to the lowest compared entry with this formula, charge and spin (kcal per mole): 0.0
HOMO energy (eV): -9.648
HOMO-LUMO gap (eV): 5.06

Mulliken atomic charge list, values in e, 6 entries: atom 1 (C): -0.804, atom 2 (O): -0.437, atom 3 (C): 0.836, atom 4 (C): -0.618, atom 5 (C): -0.320, atom 6 (C): 0.129


C28H31BCl3N5OTa | the ωB97M-V functional and the def2-TZVPD basis

ORCA input file:
```
! RIJCOSX wB97M-V def2-TZVPD def2/J DEFGRID3
* xyz 3 1
Ta 0.415 0.114 -0.050
C -4.095 -3.039 -1.639
C -2.572 -2.979 -1.842
C -2.067 -4.258 -2.504
C -1.912 -2.681 -0.518
C -1.380 -3.679 0.308
C -0.882 -3.402 1.572
C -0.885 -2.108 2.089
C -0.504 -1.878 3.522
C -1.378 -1.072 1.259
C -1.920 -1.381 -0.016
H -4.588 -3.217 -2.593
H -4.491 -2.113 -1.220
H -4.358 -3.857 -0.966
H -2.356 -2.128 -2.500
H -2.419 -5.147 -1.978
H -0.977 -4.304 -2.552
H -2.456 -4.323 -3.519
H -1.384 -4.706 -0.034
H -0.528 -4.217 2.192
H -0.655 -0.848 3.847
H 0.521 -2.196 3.735
H -1.138 -2.494 4.164
H -1.671 -0.137 1.736
H -2.472 -0.635 -0.578
B 1.344 -2.349 -1.148
N 2.662 -1.598 -0.913
C 3.946 -1.717 -1.229
C 4.586 -0.500 -0.970
C 3.600 0.342 -0.507
N 2.425 -0.337 -0.459
N 0.602 -1.695 -2.330
C 0.454 -1.941 -3.627
C -0.138 -0.830 -4.234
C -0.314 0.086 -3.223
N 0.131 -0.444 -2.055
H 1.380 -3.531 -1.137
H 0.674 -1.918 -0.127
H 4.341 -2.643 -1.617
H 5.629 -0.274 -1.110
H 3.649 1.380 -0.217
H 0.774 -2.879 -4.055
H -0.397 -0.718 -5.273
H -0.737 1.078 -3.258
Cl -1.452 7.169 -0.385
C -0.734 5.623 -0.392
C -1.553 4.494 -0.300
C -0.915 3.279 -0.296
Cl -1.781 1.756 -0.215
C 0.460 3.131 -0.383
O 0.946 1.860 -0.368
C 1.256 4.263 -0.496
Cl 2.958 4.108 -0.630
C 0.651 5.509 -0.494
H -2.628 4.589 -0.239
H 1.259 6.400 -0.577
N 1.296 0.314 2.045
C 1.044 1.677 2.544
C 2.085 2.593 2.536
C 1.845 3.889 2.966
C 0.574 4.264 3.387
C -0.457 3.337 3.398
C -0.226 2.032 2.975
H 2.303 0.159 2.020
H 0.937 -0.364 2.719
H 3.082 2.298 2.227
H 2.658 4.602 2.988
H 0.397 5.273 3.736
H -1.437 3.615 3.762
H -1.025 1.304 3.047
*
```

Values from the calculation:
LUMO energy (eV): -11.264
HOMO energy (eV): -17.092
HOMO-LUMO gap (eV): 5.83

Mulliken atomic charge list, values in e, 6 entries: atom 1 (Ta): -0.277, atom 2 (C): -1.474, atom 3 (C): 0.498, atom 4 (C): -1.764, atom 5 (C): 0.171, atom 6 (C): -0.123


These records have max |F| values of 1.04; 1.62; 1.99; 0.09 eV/Å, in the order they appear.
These records have electronic energy values of -78345.8730; -73391.9522; -45935.2347; -78809.2250 eV, in the order they appear.